1.
Formula: C28H47BeCl3N2O3PSi
Source: the Open Molecules 2025 dataset
Level of theory: ωB97M-V/def2-TZVPD

Each line ends with the Mulliken charge.
Cartesian coordinates (Å):
C (3.321, -3.117, -3.468)  -1.604
C (2.783, -2.149, -4.487)  0.385
H (2.598, -3.931, -3.293)  0.253
H (3.530, -2.628, -2.507)  0.210
H (4.248, -3.577, -3.847)  0.406
C (2.401, -2.577, -5.700)  0.076
C (2.335, -4.014, -6.074)  -1.470
H (2.155, -1.868, -6.491)  0.558
H (1.597, -4.570, -5.478)  0.242
H (3.294, -4.534, -5.953)  0.321
H (2.037, -4.091, -7.121)  0.382
Be (2.189, -0.658, -1.326)  0.115
Cl (1.953, 0.812, 2.470)  -0.647
Cl (3.577, 0.232, -0.300)  -0.472
C (0.298, 1.834, 0.366)  -1.044
O (-0.568, 0.942, -0.003)  -0.176
N (-0.011, 2.985, 0.911)  0.729
C (-1.390, 3.383, 1.248)  -0.730
C (1.071, 3.908, 1.260)  -0.925
H (1.351, 1.584, 0.226)  0.465
H (-1.898, 2.570, 1.780)  0.053
H (-1.972, 3.648, 0.359)  0.172
H (-1.320, 4.252, 1.909)  0.421
H (1.790, 3.382, 1.905)  0.314
H (0.629, 4.768, 1.777)  0.276
H (1.584, 4.234, 0.340)  0.317
H (0.853, -3.417, 2.677)  0.344
H (0.565, -4.278, -0.923)  0.259
C (-0.073, -3.522, 2.095)  -0.822
C (-0.300, -3.842, -0.402)  -0.808
N (0.137, -3.024, 0.735)  0.477
H (-0.864, -2.937, 2.598)  0.186
C (0.853, -1.947, 0.492)  -0.112
O (1.091, -1.609, -0.717)  -0.150
H (-0.874, -3.238, -1.115)  0.238
H (1.245, -1.338, 1.321)  0.332
H (-0.357, -4.576, 2.031)  0.346
H (-0.927, -4.638, -0.002)  0.411
O (2.165, -0.635, -2.776)  -0.162
C (2.675, -0.683, -4.063)  0.043
C (0.622, -0.160, -5.519)  -0.028
C (1.809, 0.257, -4.902)  0.122
H (0.327, -1.204, -5.432)  0.620
C (-0.131, 0.761, -6.263)  -0.948
H (3.706, -0.273, -4.086)  0.366
C (2.148, 1.605, -4.889)  -0.288
H (-1.009, 0.405, -6.805)  0.340
C (0.243, 2.101, -6.301)  -0.435
C (1.378, 2.529, -5.594)  -0.713
H (3.027, 1.898, -4.299)  0.371
H (-0.350, 2.826, -6.868)  0.371
H (1.662, 3.581, -5.593)  0.393
Si (-2.137, 0.689, -0.595)  1.153
Cl (-1.289, 0.242, 2.418)  -0.154
C (-1.664, -0.569, -1.918)  -0.403
C (-2.531, 2.270, -1.557)  -1.505
C (-3.675, 0.252, 0.348)  -1.111
H (-1.154, -0.037, -2.737)  0.067
H (-2.540, -1.084, -2.341)  0.466
H (-0.954, -1.323, -1.561)  -0.474
H (-4.480, 0.798, -0.187)  0.416
H (-3.747, 0.509, 1.413)  0.170
H (-3.901, -0.819, 0.243)  0.254
H (-2.834, 1.970, -2.572)  0.433
H (-1.670, 2.943, -1.672)  0.372
H (-3.370, 2.833, -1.128)  0.356
C (-3.180, -0.497, 4.745)  -1.394
P (-1.849, 0.663, 4.385)  1.005
C (-2.466, 2.358, 4.328)  -1.290
C (-0.647, 0.612, 5.739)  0.258
C (0.732, 0.476, 5.532)  -0.118
C (1.615, 0.494, 6.605)  -0.458
C (1.147, 0.692, 7.907)  -0.493
C (-0.225, 0.868, 8.129)  -0.414
C (-1.115, 0.828, 7.061)  -0.653
H (-3.614, -0.836, 3.793)  0.344
H (-2.774, -1.364, 5.291)  0.319
H (-3.956, -0.010, 5.358)  0.435
H (-2.876, 2.603, 5.320)  0.501
H (-1.648, 3.058, 4.099)  0.192
H (-3.261, 2.444, 3.577)  0.369
H (1.120, 0.393, 4.509)  -0.218
H (2.685, 0.360, 6.424)  0.391
H (1.840, 0.719, 8.747)  0.312
H (-0.599, 1.035, 9.143)  0.352
H (-2.185, 0.968, 7.252)  0.139

Summary:
Calculated total energy: -94059.1765 eV
Highest occupied orbital energy (spin up / spin down): -0.2 / -0.9 eV
Total charge: -1

---

2.
Formula: C2H11O4
Source: the Open Molecules 2025 dataset
Level of theory: ωB97M-V/def2-TZVPD

Each line ends with the Mulliken charge.
Cartesian coordinates (Å):
C (-0.125, -0.961, 1.135)  -0.223
O (-0.379, -0.451, -0.112)  -0.883
C (1.432, -1.056, 1.487)  -0.964
H (-0.412, -2.035, 1.192)  0.189
H (-0.600, -0.467, 2.003)  0.253
H (1.636, -1.076, 2.575)  0.307
H (1.866, -0.301, 0.841)  0.209
H (1.882, -2.007, 1.242)  0.234
H (-2.079, 1.869, -0.070)  0.282
H (-1.823, 0.405, 0.183)  0.375
O (-2.545, 1.092, 0.182)  -0.715
H (-0.198, 0.780, -2.671)  0.299
H (-1.296, 0.092, -2.020)  0.356
O (-1.139, 0.905, -2.528)  -0.642
H (1.158, 1.849, -1.259)  0.304
H (0.979, 0.330, -0.967)  0.360
O (1.641, 1.031, -1.214)  -0.741

Summary:
Calculated total energy: -10443.1753 eV
Highest occupied orbital energy: -3.9 eV
Total charge: -1

---

3.
Formula: C23H17F3N6O2
Source: the Open Molecules 2025 dataset
Level of theory: ωB97M-V/def2-TZVPD

Each line ends with the Mulliken charge.
Cartesian coordinates (Å):
C (3.212, -1.506, -0.453)  -1.764
C (2.645, -0.146, -0.732)  1.292
C (3.100, 0.952, -0.013)  -0.696
C (2.605, 2.221, -0.250)  -0.623
C (1.636, 2.407, -1.218)  -0.963
C (1.181, 1.325, -1.949)  -0.538
C (1.673, 0.049, -1.718)  0.899
C (1.191, -1.127, -2.537)  -0.887
N (-0.087, -0.902, -3.154)  0.017
C (-0.457, -1.109, -4.430)  -0.106
C (-1.810, -0.869, -4.507)  -1.235
C (-2.175, -0.522, -3.191)  0.559
N (-1.120, -0.545, -2.394)  0.045
N (-3.449, -0.190, -2.763)  -0.067
C (-3.847, 0.200, -1.520)  -0.201
O (-4.999, 0.489, -1.286)  -0.631
C (-2.742, 0.293, -0.527)  0.990
N (-2.205, -0.793, 0.033)  -1.586
N (-1.218, -0.353, 0.777)  1.122
C (-0.318, -1.072, 1.483)  0.370
C (0.653, -0.420, 2.184)  -0.700
C (0.678, 1.006, 2.149)  1.410
N (-0.183, 1.697, 1.436)  -0.526
C (-1.106, 1.053, 0.747)  0.095
C (-2.117, 1.468, -0.108)  -1.220
H (-2.355, 2.470, -0.389)  0.559
C (1.676, 1.733, 2.895)  -0.051
C (2.718, 1.297, 3.686)  -0.405
C (3.374, 2.454, 4.146)  -0.555
C (2.689, 3.507, 3.608)  -0.638
O (1.672, 3.081, 2.859)  -0.365
H (2.833, 4.566, 3.692)  0.510
H (4.231, 2.500, 4.786)  0.508
H (2.982, 0.284, 3.912)  0.541
H (1.385, -0.973, 2.744)  0.574
C (-0.414, -2.575, 1.408)  0.781
F (-0.175, -3.029, 0.167)  -0.216
F (-1.601, -3.049, 1.783)  -0.272
F (0.503, -3.162, 2.196)  -0.308
H (-4.182, -0.253, -3.459)  0.220
H (-2.443, -0.933, -5.367)  0.411
H (0.245, -1.405, -5.184)  0.444
H (1.915, -1.354, -3.328)  0.231
H (1.103, -2.008, -1.890)  0.333
H (0.430, 1.479, -2.709)  0.421
H (1.236, 3.391, -1.407)  0.416
H (2.974, 3.061, 0.318)  0.407
H (3.857, 0.807, 0.745)  0.354
H (3.972, -1.448, 0.322)  0.402
H (2.436, -2.194, -0.119)  0.277
H (3.666, -1.928, -1.349)  0.366

Summary:
Calculated total energy: -45314.5669 eV
Highest occupied orbital energy: -8.2 eV
Structure (SMILES): Cc1ccccc1Cn1ccc(NC(=O)c2cc3nc(-c4ccco4)cc(C(F)(F)F)n3n2)n1
Total charge: 0